# C5H15NO2

A 4-piece molecular cluster, C5H15NO2 overall at a distorted geometry (ωB97M-V with the def2-TZVPD basis set, OMol25).

The gap between HOMO and LUMO comes out at 3.288 eV. The energy above the lowest of the compared OMol25 structures with the same formula, charge and spin comes out at 753.3 kJ/mol. The energy is -404.4681 Eh.

Each line ends with the natural charge from an NBO analysis.
CARTESIAN COORDINATES (ANGSTROEM)
C  0.6482  1.4917  -0.6622  -0.6266
N  -1.3437  -0.0452  -0.4769  -0.7364
C  -0.0118  0.2523  -0.0751  -0.2319
C  1.7720  -2.5771  -1.1025  -0.1583
C  1.5347  -2.8880  0.1994  -0.3496
C  0.9003  -2.1974  1.2495  -0.0291
H  1.6186  1.2442  -1.1071  0.1852
H  0.6715  2.3581  -0.0089  0.2565
H  0.0895  1.8599  -1.5284  0.2406
H  -1.9970  0.7425  -0.3326  0.4668
H  -0.0161  0.3272  1.0249  0.2331
H  0.6287  -0.6114  -0.2557  0.1528
H  1.2138  -1.8082  -1.6197  0.2217
H  2.3120  -3.3227  -1.6675  0.2164
H  1.9437  -3.8383  0.5433  0.2347
H  1.1806  -2.4690  2.2619  0.2072
H  -0.0849  -1.7435  1.2317  0.2470
H  -1.8264  2.5385  0.8539  0.4970
H  -1.3883  -0.5141  -1.3660  0.3514
O  -2.4567  2.3773  -0.3885  -1.1997
H  -3.0014  3.1291  -0.6205  0.4494
H  -1.1152  3.3033  2.0654  0.4429
O  -1.2721  2.3908  1.7814  -1.0710

---

# C5H11N

The molecule C5H11N (ωB97M-V with the def2-TZVPD basis set, OMol25).

The gap between HOMO and LUMO comes out at 8.491 eV. The energy above the lowest of the compared OMol25 structures with the same formula, charge and spin comes out at 369.9 kJ/mol. The energy is -251.7216 Eh.

Each line ends with the natural charge from an NBO analysis.
CARTESIAN COORDINATES (ANGSTROEM)
C  -1.5029  1.9053  1.2367  -0.5888
C  -1.5287  0.8606  0.1170  -0.5795
C  -0.1650  0.4554  -0.3071  0.1759
C  -0.0275  -1.0103  -0.3689  -0.4207
N  1.0935  -1.5686  -1.1100  -0.6150
C  2.3812  -1.1909  -0.5437  -0.4239
H  -1.1129  1.4617  2.1589  0.2033
H  -0.8541  2.7424  0.9657  0.2213
H  -2.5096  2.2798  1.4453  0.2104
H  -2.2293  0.0392  0.3603  0.1731
H  -1.9175  1.3434  -0.7983  0.2620
H  1.0387  -1.2007  -2.0553  0.3510
H  -0.9561  -1.5477  -0.6361  0.2085
H  0.1102  -1.2355  0.7128  0.2459
H  3.1753  -1.4582  -1.2468  0.2012
H  2.5496  -1.7587  0.3802  0.1848
H  2.4552  -0.1174  -0.3108  0.1906

---

# C21H23ClN2O2

The molecule C21H23ClN2O2 at a distorted geometry (ωB97M-V with the def2-TZVPD basis set, OMol25).

The gap between HOMO and LUMO comes out at 8.125 eV. The energy above the lowest of the compared OMol25 structures with the same formula, charge and spin comes out at 429.0 kJ/mol. The energy is -1534.1111 Eh. As for the SMILES: CN1C[C@H](COC2=CC(=O)CC2)C[C@H]2c3cccc4[nH]c(Cl)c(c34)C[C@H]21.

Each line ends with the natural charge from an NBO analysis.
CARTESIAN COORDINATES (ANGSTROEM)
O  -4.3157  3.5055  3.2630  -0.5742
Cl  4.2270  -1.5915  -4.2674  0.0010
O  -2.5155  -0.3416  1.2858  -0.4989
C  -3.9207  2.3513  3.2238  0.5322
C  -3.6737  1.7342  1.9412  -0.4558
C  3.9327  -1.5977  -2.5198  0.1722
C  -3.0854  0.4739  2.2379  0.4380
C  2.7094  -1.1263  -2.0333  -0.1235
C  3.3899  -1.7353  1.9543  -0.2021
C  4.3305  -2.2269  0.9501  -0.2558
C  2.2014  -1.1219  1.6372  -0.2323
C  2.8038  -1.3237  -0.6639  -0.0574
C  4.0142  -1.9743  -0.3364  0.1327
C  1.9679  -0.7729  0.2547  0.0347
N  4.6582  -2.1353  -1.5036  -0.5349
N  -0.2128  1.2552  -2.0207  -0.4728
C  -0.1654  2.4996  -2.7369  -0.3848
C  -3.5296  1.4488  4.4260  -0.4956
C  -3.1953  0.0624  3.7688  -0.4465
C  1.6208  -0.4223  -2.6597  -0.4688
C  0.7680  -0.0195  -0.2704  -0.2562
C  -2.4932  0.2580  -0.0459  -0.0805
C  -1.2932  0.4228  -2.2491  -0.1891
C  -0.3204  -1.0427  -0.4069  -0.4007
C  1.0950  0.5210  -1.6565  -0.0013
C  -1.6170  -0.4798  -0.9837  -0.2330
H  -3.8308  2.2615  0.9447  0.2519
H  3.6129  -2.1913  2.8755  0.2091
H  5.3066  -2.7087  1.1206  0.2112
H  1.5435  -0.8813  2.3574  0.2040
H  5.5662  -2.5179  -1.5965  0.4169
H  0.5418  3.1020  -2.2957  0.1989
H  -1.1422  3.0177  -2.6610  0.1960
H  0.0511  2.3482  -3.8223  0.1550
H  -4.3259  1.4343  5.1277  0.2335
H  -2.6628  1.7786  4.9537  0.2344
H  -4.0055  -0.6669  3.8209  0.2314
H  -2.2118  -0.4156  4.1119  0.2265
H  1.9498  0.1950  -3.4548  0.2368
H  0.8548  -1.1733  -2.9306  0.2180
H  0.6048  0.8396  0.4476  0.2321
H  -1.9765  1.1756  0.0367  0.1900
H  -3.4969  0.5025  -0.5079  0.1942
H  -2.1130  0.9801  -2.5812  0.2014
H  -0.9404  -0.2102  -3.1207  0.1568
H  0.0934  -1.8128  -1.0549  0.2091
H  -0.5825  -1.5298  0.5449  0.2353
H  1.8768  1.2671  -1.5604  0.2073
H  -2.0943  -1.4158  -1.3444  0.2039

---

# C2H9NO3

A 3-piece molecular cluster, C2H9NO3 overall at a distorted geometry (ωB97M-V with the def2-TZVPD basis set, OMol25).

The gap between HOMO and LUMO comes out at 10.032 eV. The energy above the lowest of the compared OMol25 structures with the same formula, charge and spin comes out at 232.9 kJ/mol. The energy is -362.0261 Eh. As for the SMILES: NCC=O.O.O.

Each line ends with the natural charge from an NBO analysis.
CARTESIAN COORDINATES (ANGSTROEM)
O  -1.2787  0.7741  -0.6196  -0.5613
C  -0.6948  0.6100  0.5094  0.4099
C  -1.2377  -0.1510  1.7239  -0.3321
N  -2.6024  -0.5387  1.4754  -0.8330
H  0.4052  0.8700  0.7421  0.1424
H  -1.0830  0.5296  2.6118  0.2125
H  -0.4923  -0.9559  1.9068  0.2233
H  -2.7139  -1.4964  1.0329  0.3593
H  -2.9113  -0.0169  0.6763  0.3728
H  1.2098  -1.5403  -2.1691  0.4705
H  2.3333  -1.9849  -3.0721  0.4693
O  1.9455  -1.1532  -2.6663  -0.9392
H  2.5416  1.6284  -0.2149  0.4681
H  3.0610  0.1974  -0.4876  0.4897
O  2.7658  0.8523  0.1917  -0.9523